A structure of composition C32H47NO4RuS2Sb in a non-equilibrium geometry. Source: the Open Molecules 2025 dataset; level of theory: wB97M-V/def2-TZVPD.

Cartesian coordinates (Å):
Sb: -2.0757 -0.7323 -1.6455
Ru: 0.4391 -0.4621 -0.7178
S: 4.1311 -1.8385 -1.2061
S: 0.0068 3.1765 -0.8586
O: 0.7058 -2.1176 -2.8932
O: 0.2543 -1.1442 1.4716
O: 1.0458 1.9194 -0.5446
O: 2.4837 -0.3243 -1.3821
N: 0.5461 -0.9946 2.7400
C: -2.4191 -3.8499 -2.0414
C: 3.0536 2.7278 -1.6985
C: -0.7649 2.3867 1.6680
C: -2.5205 2.1239 -2.8328
C: -2.2227 -2.5455 -4.1825
C: -3.3296 -0.8537 0.1963
C: 3.6749 1.5349 -2.4211
C: 1.1187 -0.7484 5.4262
C: 2.7058 0.3549 -2.5960
C: 1.6997 0.0984 4.4944
C: -3.6587 0.5476 0.6897
C: 4.4309 -1.4286 2.7390
C: 3.9388 -1.7325 1.4874
C: 5.5895 -0.6657 2.8700
C: -1.2485 4.6703 1.0260
C: 4.6402 -1.3188 0.3409
C: -4.5799 -1.6926 0.0022
C: -1.7943 4.9002 2.2776
C: 0.8756 -3.3493 -0.7857
C: -0.0247 -1.8317 3.6287
C: -1.8229 3.8840 3.2227
C: -0.7148 3.4186 0.7379
C: 6.2392 -0.1815 1.7381
C: -2.7344 -2.5381 -2.7504
C: 0.6652 -2.2034 -1.7134
C: 0.2363 -1.7212 4.9753
C: 1.3895 -0.0340 3.1575
C: -3.0585 0.7223 -3.0254
C: -4.5702 0.6587 -2.9202
C: -1.3238 2.6271 2.9139
C: 5.7853 -0.5149 0.4796
C: 2.4233 2.3357 -0.3667
H: 3.1355 -0.3429 -3.3243
H: -5.0004 1.2426 -3.7361
H: -2.7862 1.1988 0.6873
H: 1.9417 -3.3679 -0.5469
H: -2.7399 0.3513 -4.0007
H: -4.3547 -2.7128 -0.3032
H: -0.2499 -2.3974 5.6625
H: -4.9312 1.0865 -1.9868
H: -0.3701 1.4091 1.4081
H: 3.9290 -1.8104 3.6174
H: -2.6527 -1.3423 0.9041
H: 0.3032 -3.2292 0.1337
H: -4.4357 1.0042 0.0790
H: -2.5133 -1.6483 -4.7274
H: 1.3438 -0.6471 6.4775
H: -2.1854 5.8775 2.5205
H: 4.0266 1.8433 -3.4059
H: -3.1400 -4.6033 -2.3623
H: 5.9898 -0.4569 3.8514
H: 0.6210 -4.2917 -1.2724
H: 4.5348 1.1758 -1.8498
H: -1.4395 2.1371 -2.9439
H: -2.4816 -3.7740 -0.9544
H: 7.1120 0.4458 1.8467
H: 1.7469 0.7105 -3.0125
H: 6.3088 -0.1776 -0.4035
H: -1.4286 -4.2109 -2.3166
H: -1.1399 -2.6504 -4.2242
H: -2.2368 4.0689 4.2036
H: 3.8249 3.4778 -1.5226
H: -1.2164 5.4485 0.2755
H: -0.6862 -2.5782 3.2161
H: -4.9469 -0.3594 -3.0142
H: -5.2505 -1.2446 -0.7301
H: -4.0343 0.4973 1.7139
H: -5.1169 -1.7442 0.9520
H: 3.0367 -2.3189 1.3702
H: -2.6584 -3.3990 -4.7055
H: -2.7921 2.5264 -1.8564
H: -3.8138 -2.3685 -2.7484
H: -1.3770 1.8306 3.6452
H: 1.8007 0.6081 2.3919
H: 2.4363 3.1608 0.3493
H: 2.3919 0.8687 4.7998
H: 2.2864 3.1885 -2.3261
H: -2.9398 2.7829 -3.5961
H: 2.9317 1.4708 0.0633

energy above the lowest of the compared OMol25 structures with the same formula, charge and spin: 90.15 kJ/mol
total charge: +2
frontier orbital gap (spin up / spin down): 5.5 / 5.5 eV
spin multiplicity: 2
HOMO level (spin up / spin down): -0.4820 / -0.4821 Ha
expectation value of S²: 0.968

Mulliken population analysis, charges in e, atoms 1 to 4:
1. Sb 0.6526
2. Ru 0.7955
3. S 0.0840
4. S -0.1845

The ion C6H11ClN with charge +1 in a non-equilibrium geometry. Source: the Open Molecules 2025 dataset; level of theory: wB97M-V/def2-TZVPD.

Cartesian coordinates (Å):
Cl: -2.1264 0.0733 1.3998
N: 0.0612 -0.3974 0.0942
C: -0.3454 0.4542 1.1733
C: 1.1576 -0.3879 -2.0341
C: -1.0383 0.7842 -1.8022
C: 0.3494 -1.6409 0.3391
C: 0.0567 -0.0987 -1.2933
C: 0.3674 0.2736 2.5748
H: 0.5963 -2.2775 -0.5709
H: -0.1221 -0.3980 3.2503
H: 0.6417 -2.0753 1.2730
H: -2.1062 0.5009 -1.4985
H: -0.3753 1.4512 0.7145
H: 2.1806 -0.6342 -1.5912
H: 1.0876 -0.0661 -3.1848
H: 0.2605 1.3185 2.9028
H: -0.9079 1.7363 -1.2474
H: 1.4060 0.2769 2.3465
H: -1.1433 1.1070 -2.8458

structure (SMILES): C=C(C)[N+](=C)[C@H](C)Cl
energy above the lowest of the compared OMol25 structures with the same formula, charge and spin: 152.47 kJ/mol
total charge: +1
frontier orbital gap: 9.0 eV
HOMO level: -0.5291 Ha

Mulliken population analysis, charges in e, atoms 1 to 4:
1. Cl -0.1176
2. N 0.1390
3. C 0.0958
4. C -0.8652

A cluster of 4 separate species, C23H39FNO7S3 in total in a non-equilibrium geometry. Source: the Open Molecules 2025 dataset; level of theory: wB97M-V/def2-TZVPD.

Cartesian coordinates (Å):
S: -4.3415 1.6941 1.3607
S: 0.1976 3.9725 0.1153
S: 5.1728 1.5206 -1.4009
F: 0.4355 -0.9163 3.2935
O: -1.3286 -4.4524 -3.6982
O: -4.3743 2.7091 2.3888
O: 5.5786 0.3931 -0.5905
O: 0.2416 5.3771 -0.2218
O: -3.8103 0.3669 1.6013
O: 4.7517 2.7764 -0.8202
O: -0.8610 3.0992 -0.3479
N: -2.9432 -3.4929 -0.0006
C: -2.0029 -4.5197 -2.6185
C: -3.2852 -2.7571 1.2637
C: -5.8640 2.0953 -0.7811
C: 0.3380 3.7999 1.8847
C: -0.7959 -3.6379 1.3593
C: -0.8172 -6.2424 2.7159
C: 1.6893 -2.8739 2.1651
C: -3.5471 2.3651 -0.0864
C: -1.6964 -3.9740 0.0243
C: 2.4343 2.8845 1.0533
C: -1.1895 -4.8438 -1.2587
C: 1.7709 3.2205 -0.2827
C: -1.9147 -2.7769 2.1604
C: 1.7382 -1.4848 2.9842
C: 3.9211 0.9813 -2.5522
C: 4.3200 1.6279 -3.8718
C: -0.6741 -5.0794 2.1047
C: 0.5982 -2.9244 0.9769
C: -5.9702 1.5344 0.6377
C: 1.3185 2.6505 2.0734
C: -4.4192 1.8995 -1.2444
C: 5.8364 1.4588 -3.9747
C: 6.4350 1.8531 -2.6236
H: -3.9256 -3.5526 1.8291
H: 2.9358 1.2903 -2.2032
H: 1.0757 -3.5063 0.0835
H: 2.3451 -0.6608 2.4412
H: 0.8219 1.6959 1.8655
H: -3.1633 -4.3825 -2.6582
H: -6.2351 0.4749 0.6304
H: 1.7037 2.6155 3.0950
H: -1.9841 -3.2953 3.1909
H: 3.9734 -0.1084 -2.6160
H: -6.6894 2.0930 1.2388
H: 2.2452 -1.7146 4.0090
H: 3.0547 3.7261 1.3786
H: 6.0723 0.4112 -4.1906
H: 3.0869 2.0135 0.9612
H: -3.5582 3.4538 0.0013
H: 1.6236 -3.7982 2.8759
H: -0.6427 3.6040 2.3193
H: -3.8212 -1.7450 1.2113
H: 3.8023 1.1679 -4.7166
H: 1.5764 2.3208 -0.8701
H: 2.3705 3.9218 -0.8645
H: 6.2564 2.0624 -4.7829
H: -2.5228 2.0046 -0.1488
H: -4.2373 0.8382 -1.4482
H: -1.7501 -1.6479 2.3320
H: -1.4565 -5.9505 -0.9878
H: -3.6924 -3.5471 -0.7089
H: 0.7452 4.7337 2.2798
H: 6.6697 2.9189 -2.5857
H: -4.2064 2.4602 -2.1573
H: 2.7338 -2.9793 1.6517
H: -1.2285 -7.2755 3.0511
H: -6.1025 3.1641 -0.7738
H: 4.0670 2.6935 -3.8589
H: -0.0483 -4.8234 -1.3918
H: 7.3262 1.2677 -2.3921
H: -6.5739 1.6060 -1.4527
H: 0.4104 -1.8546 0.5737

total charge: +1
frontier orbital gap: 7.9 eV
HOMO level: -0.4465 Ha

Mulliken population analysis, charges in e, atoms 1 to 4:
1. S 1.0585
2. S 1.0830
3. S 1.2291
4. F -0.2899

A structure of composition C25H26CuN5SSi. Source: the Open Molecules 2025 dataset; level of theory: wB97M-V/def2-TZVPD.

Cartesian coordinates (Å):
Cu: 0.4026 0.1961 0.1228
S: -2.3774 4.6341 5.5619
Si: 1.0645 0.0280 -2.1048
N: 1.5806 -0.8830 1.3494
N: 0.5825 2.1659 0.9231
N: -1.0064 0.1683 1.7382
N: -1.4206 4.9926 4.3086
N: -2.5740 3.0499 5.3075
C: -0.9383 3.2814 -3.8704
C: 4.7635 -2.1388 1.3825
C: -2.4375 -0.8498 3.3568
C: -2.5253 0.3286 4.0667
C: -0.3841 3.7203 2.4775
C: 3.9505 -1.6237 3.7172
C: 4.6825 0.2528 2.1937
C: 1.1859 4.4744 0.8446
C: -1.6791 -0.8764 2.1906
C: -1.8944 2.7470 4.2197
C: -1.1157 2.8989 -5.1929
C: -1.8292 1.4423 3.6032
C: 0.3510 4.7562 1.9044
C: -0.2939 2.4284 -2.9853
C: -0.2657 2.4302 1.9302
C: 4.0161 -1.1287 2.2648
C: 2.6481 -0.9992 1.7599
C: 1.1591 -1.6540 -3.0297
C: 2.9254 0.5616 -2.2277
C: -0.6370 1.6665 -5.6111
C: -1.0506 1.3142 2.4398
C: 1.2850 3.1581 0.4015
C: 0.0143 0.8257 -4.7172
C: 0.2054 1.1856 -3.3815
C: -1.2250 3.8731 3.6410
H: 4.8460 -1.7691 0.3603
H: 4.2380 -3.0935 1.3604
H: 5.7661 -2.3008 1.7795
H: 3.4235 -0.9058 4.3463
H: -3.1245 0.4124 4.9638
H: -0.1903 2.7308 -1.9479
H: 4.7321 0.6019 1.1619
H: -1.3144 4.2383 -3.5261
H: 3.0822 1.5829 -1.8653
H: -2.9706 -1.7332 3.6787
H: 1.7724 5.2468 0.3675
H: 0.1693 -2.0474 -3.2763
H: 0.2604 5.7557 2.3091
H: 4.9617 -1.7515 4.1044
H: 3.5395 -0.1041 -1.6111
H: 1.6601 -2.4012 -2.4080
H: 3.4309 -2.5802 3.7757
H: 1.9620 2.8889 -0.4008
H: 1.7319 -1.5678 -3.9582
H: 0.3819 -0.1293 -5.0743
H: 3.2972 0.5113 -3.2547
H: -1.6315 3.5504 -5.8878
H: -0.7706 1.3556 -6.6413
H: -1.6210 -1.7771 1.5911
H: 4.1192 0.9823 2.7768
H: 5.6950 0.1916 2.5937

frontier orbital gap: 5.4 eV
HOMO level: -0.2278 Ha

Mulliken population analysis, charges in e, atoms 1 to 4:
1. Cu -0.6318
2. S 0.1399
3. Si 0.8995
4. N -0.2109

A cluster of 3 separate species, C6H12NO9S in total in a non-equilibrium geometry. Source: the Open Molecules 2025 dataset; level of theory: wB97M-V/def2-TZVPD.

Cartesian coordinates (Å):
S: 5.8370 11.5080 5.0760
O: 5.1700 10.2430 4.8430
O: 5.5190 16.9900 5.9760
O: 7.6420 13.5380 0.6190
O: 5.9860 12.0210 6.3220
O: 8.5550 15.5130 0.7300
O: 5.3000 15.7970 7.8360
O: 7.1350 14.8570 2.2290
O: 3.7190 15.6440 6.1140
O: 7.4830 11.2500 4.6020
N: 7.8530 14.6180 1.1690
C: 4.9180 16.1400 6.6830
C: 4.9500 17.1100 4.7700
C: 3.6460 16.0980 4.8300
C: 9.1890 10.8020 3.0440
C: 5.2770 12.5950 3.9220
C: 7.7050 10.8190 3.1540
H: 9.6380 10.0900 3.7180
H: 3.3610 15.2930 4.1850
H: 5.1930 12.1780 2.8710
H: 7.3240 9.7810 2.9000
H: 5.6040 16.6950 3.9610
H: 9.6120 11.6670 3.2720
H: 5.7510 13.5510 4.0860
H: 7.3020 11.6940 2.6750
H: 2.9050 16.9180 4.7950
H: 4.2550 12.8890 4.1500
H: 4.7460 17.9560 4.3720
H: 9.5190 10.7690 1.9960

energy above the lowest of the compared OMol25 structures with the same formula, charge and spin: 80.35 kJ/mol
total charge: -1
frontier orbital gap: 7.7 eV
HOMO level: -0.1811 Ha

Mulliken population analysis, charges in e, atoms 1 to 4:
1. S 1.1790
2. O -0.6813
3. O -0.2763
4. O -0.6508

A cluster of 2 separate species, C22H32F3N2OS2 in total in a non-equilibrium geometry. Source: the Open Molecules 2025 dataset; level of theory: wB97M-V/def2-TZVPD.

Cartesian coordinates (Å):
S: 2.0150 1.1538 2.3227
S: 2.0590 -1.6774 2.8845
F: 3.5199 -2.5831 -0.2760
F: 5.6260 -1.9146 -0.0660
F: 4.8799 -2.6765 -2.0126
O: -0.0853 0.2475 -4.5255
N: -0.1621 -0.2301 2.9361
N: -3.0464 -0.2330 3.1786
C: 3.0928 -0.3839 -2.0859
C: 0.3091 -2.4602 -3.8021
C: 1.7044 1.1788 -3.3435
C: 2.2658 -1.4771 -2.5416
C: 0.8705 0.0551 -3.7960
C: 1.3400 2.5816 -3.8291
C: -2.3173 -1.5199 3.0930
C: -4.5121 -0.3622 2.9704
C: 2.7433 0.9446 -2.5247
C: -0.9421 1.0308 2.8568
C: -0.0772 2.9237 -3.3298
C: 4.5625 -1.9882 -0.8947
C: -2.3679 0.8001 2.3653
C: 1.2057 -1.3037 -3.3469
C: 4.1601 -0.5971 -1.2966
C: 1.1985 -0.2497 2.7273
C: 0.7992 -3.8081 -3.2381
C: 2.3398 3.6120 -3.2787
C: 0.3213 -2.5251 -5.3409
C: -0.8686 -1.3815 3.5572
C: -1.1248 -2.1974 -3.3044
C: 1.3890 2.6001 -5.3697
H: -0.9497 1.4897 3.8487
H: -0.3850 3.9230 -3.6336
H: -2.3597 -1.8778 2.0599
H: 0.7995 -3.7987 -2.1501
H: -4.9281 -1.0667 3.6881
H: 1.8132 -4.0241 -3.5692
H: 3.3572 1.7511 -2.1715
H: -1.5096 -1.2659 -3.7154
H: 3.3501 3.3710 -3.6051
H: 2.1132 4.6229 -3.6115
H: 0.1638 -4.6323 -3.5598
H: -4.9955 0.6009 3.1247
H: 2.3273 3.6107 -2.1904
H: -0.4085 1.7230 2.1954
H: 2.5349 -2.4555 -2.1947
H: 0.6757 1.8908 -5.7866
H: 2.3782 2.3137 -5.7269
H: -0.3029 -2.2904 3.3231
H: -4.7316 -0.7125 1.9618
H: -1.8075 -2.9927 -3.5991
H: 4.7798 0.2177 -0.9695
H: 1.1511 3.5831 -5.7736
H: -0.0521 -1.5960 -5.7673
H: -0.8062 2.2180 -3.7260
H: -2.8594 -2.2548 3.6994
H: -1.1509 -2.1130 -2.2189
H: -0.3046 -3.3332 -5.7169
H: -0.8209 -1.2654 4.6437
H: -0.1265 2.8690 -2.2425
H: -2.3690 0.4811 1.3181
H: -2.9609 1.7199 2.4115
H: 1.3328 -2.6750 -5.7164

total charge: -1
frontier orbital gap: 4.4 eV
HOMO level: -0.1109 Ha

Mulliken population analysis, charges in e, atoms 1 to 4:
1. S -0.5728
2. S -0.5689
3. F -0.1822
4. F -0.3057

A cluster of 2 separate species, C4H8O4 in total in a non-equilibrium geometry. Source: the Open Molecules 2025 dataset; level of theory: wB97M-V/def2-TZVPD.

Cartesian coordinates (Å):
O: -0.9363 0.5333 1.2515
O: -2.6386 1.5725 -1.7245
O: 0.6714 1.3340 2.6003
O: 0.4003 -2.5829 -1.6431
C: 0.3645 0.8018 1.5809
C: 0.6557 -1.4609 -1.2963
C: 1.0407 -1.1845 0.1424
C: 1.2177 0.3522 0.4131
H: 0.2123 -1.5530 0.7374
H: 1.9036 -1.7862 0.4149
H: -2.5440 0.6004 -1.6516
H: -2.6607 1.8658 -0.8168
H: 1.0159 0.9128 -0.5001
H: 2.2793 0.5645 0.5480
H: -1.5854 0.6577 1.9587
H: 0.6035 -0.6277 -2.0148

structure (SMILES): O=CCCC(=O)O.O
energy above the lowest of the compared OMol25 structures with the same formula, charge and spin: 168.93 kJ/mol
frontier orbital gap: 10.5 eV
HOMO level: -0.3755 Ha

Mulliken population analysis, charges in e, atoms 1 to 4:
1. O -0.4124
2. O -0.6257
3. O -0.5395
4. O -0.4713

A structure of composition C3H3CdLiO3 in a non-equilibrium geometry. Source: the Open Molecules 2025 dataset; level of theory: wB97M-V/def2-TZVPD.

Cartesian coordinates (Å):
Cd: 3.4881 0.0262 0.2027
O: -3.1959 -0.1085 -0.0951
O: 1.7314 -0.9217 0.0233
O: 0.2252 0.7040 0.2084
C: -0.7971 -0.2748 0.0489
C: 1.4842 0.3035 0.1890
C: -2.1330 0.4028 0.0206
Li: -5.1574 0.0493 -0.2184
H: -0.6810 -0.8305 -0.8948
H: -6.8376 -0.0849 0.1699
H: -0.7980 -0.9929 0.8841

energy above the lowest of the compared OMol25 structures with the same formula, charge and spin: 437.92 kJ/mol
total charge: +1
frontier orbital gap (spin up / spin down): 7.9 / 4.7 eV
spin multiplicity: 2
HOMO level (spin up / spin down): -0.4340 / -0.3624 Ha
expectation value of S²: 1.754

Mulliken population analysis, charges in e, atoms 1 to 4:
1. Cd 0.4180
2. O -0.4676
3. O -0.4776
4. O -0.1285